(1)
ORCA calculation (ωB97M-V with the def2-TZVPD basis set) on the molecule C5H4N2.

For the frontier orbital gap, the calculation gives 9.37 eV. As for the SMILES: C#CC1=CN=NC1.

```
! RIJCOSX wB97M-V def2-TZVPD def2/J DEFGRID3
* xyz 0 1
C -1.04740 -1.99024 1.38740
C -0.41254 -1.22108 0.71105
C 0.21619 -0.19812 -0.04597
C 0.82968 -0.19007 -1.24377
N 1.15576 1.13820 -1.62277
N 0.73182 1.95935 -0.76844
C 0.01011 1.24172 0.26412
H -1.62795 -2.67058 1.97017
H 1.04675 -1.00341 -1.92152
H 0.15691 1.64857 1.26749
H -1.05932 1.28566 0.00223
*
```


(2)
ORCA calculation (ωB97M-V with the def2-TZVPD basis set) on a structure of composition C5H4N2.

For the frontier orbital gap, the calculation gives 9.14 eV.

```
! RIJCOSX wB97M-V def2-TZVPD def2/J DEFGRID3
* xyz 0 1
C -1.55904 2.71276 -0.32291
C -1.05965 1.60349 0.00846
C -0.49177 0.31944 0.20584
C 0.91331 0.15499 0.35566
C 1.12354 -1.22891 0.04654
N 0.00194 -1.84210 -0.23200
N -0.96112 -0.88568 -0.15844
H 0.34609 1.24616 -0.48350
H 1.54455 0.81142 0.94142
H 2.04923 -1.78838 0.07736
H -1.90708 -1.10319 -0.43843
*
```


(3)
ORCA calculation (ωB97M-V with the def2-TZVPD basis set) on the molecule C5H4N2.

For the frontier orbital gap, the calculation gives 9.38 eV.

```
! RIJCOSX wB97M-V def2-TZVPD def2/J DEFGRID3
* xyz 0 1
C -1.72923 -0.97515 2.35104
C -1.01052 -0.50661 1.39241
C -0.13735 0.18761 0.47156
C -0.52545 0.53831 -0.80557
C 0.67773 0.58195 -1.52494
N 1.72295 0.27757 -0.76302
N 1.20188 0.02641 0.44202
H -1.26224 -1.24946 0.59135
H -1.54983 0.65977 -1.13627
H 0.81706 0.80219 -2.57307
H 1.79103 -0.28722 1.19892
*
```


(4)
ORCA calculation (ωB97M-V with the def2-TZVPD basis set) on the molecule C5H4N2.

For the frontier orbital gap, the calculation gives 9.85 eV. As for the SMILES: C#Cc1cn[nH]c1.

```
! RIJCOSX wB97M-V def2-TZVPD def2/J DEFGRID3
* xyz 0 1
C -2.24451 -1.63286 -0.66295
C -1.27659 -0.97581 -0.37234
C -0.13499 -0.19419 -0.02468
C 1.03850 -0.60364 0.66084
N 1.88858 0.39466 0.82041
N 1.28125 1.44416 0.24641
C 0.07230 1.14968 -0.27135
H -3.10428 -2.21492 -0.91167
H 1.27670 -1.58881 1.03758
H 1.74931 2.33592 0.24345
H -0.54626 1.88582 -0.76570
*
```


Which of them is most stable? Easy: (4).